[1]
Computed, not measured: a 2-piece molecular cluster, CH4NO2 overall at a distorted geometry, with ωB97M-V/def2-TZVPD.

For the lowest unoccupied orbital energy, the calculation gives -7.0 eV. For the energy above the lowest of the compared OMol25 structures with the same formula, charge and spin, the calculation gives 829.9 kJ/mol. As for the HOMO energy: -16.89 eV. The total charge is +1. For the HOMO-LUMO gap, the calculation gives 0.363 hartree.

Cartesian coordinates (Å):
1 N -0.8952 -0.2666 0.6446
2 H 1.1213 0.5314 0.2963
3 H 0.6713 -0.4089 -1.3266
4 H 1.2468 -1.3523 0.3652
5 H -3.4335 -0.1077 -1.0184
6 O -1.5313 -0.0608 -0.3108
7 O -2.9551 -0.1193 -0.0720
8 C 0.9538 -0.4343 -0.1511

Forces on the atoms, in the same order (eV/Å):
2.381 -0.838 -0.151
1.035 0.067 -0.053
0.936 -0.319 3.057
0.073 0.317 -0.296
1.863 0.118 2.301
-0.483 -0.240 -1.940
-2.187 0.186 -1.417
-3.618 0.709 -1.501

---

[2]
Computed, not measured: a 2-piece molecular cluster, C4H11NO overall at a distorted geometry, with ωB97M-V/def2-TZVPD.

For the lowest unoccupied orbital energy, the calculation gives 0.8 eV. For the energy above the lowest of the compared OMol25 structures with the same formula, charge and spin, the calculation gives 43.8 kJ/mol. As for the HOMO energy: -9.95 eV. For the HOMO-LUMO gap, the calculation gives 0.396 hartree.

Cartesian coordinates (Å):
1 H -0.8394 -2.3421 -0.7173
2 C 0.1844 1.5996 1.7541
3 C -1.1043 1.5498 0.9969
4 H 0.0863 -0.4937 -1.8500
5 H 0.3533 0.6952 2.3373
6 H 0.1024 -1.6053 0.4842
7 C 0.8504 -1.2076 -1.5673
8 H 0.2659 2.3405 2.5253
9 H 1.8178 -0.8498 -1.2625
10 H 0.9330 -1.8501 -2.4514
11 O -2.1723 1.3599 1.5132
12 N -0.9221 1.5306 -0.3898
13 H -0.0057 1.3479 -0.7581
14 H 1.0888 1.8352 1.2044
15 C 0.2001 -2.1136 -0.4870
16 H 0.8299 -2.9875 -0.3607
17 H -1.6684 1.1911 -0.9712

Forces on the atoms, in the same order (eV/Å):
0.172 -0.444 -0.394
1.179 0.327 0.848
0.751 -1.126 -1.445
0.471 0.750 -0.006
-0.218 -0.369 -0.397
0.383 -0.037 -0.170
-1.625 -1.771 -0.007
-0.853 0.737 0.458
0.182 0.513 -0.044
0.445 0.250 -0.009
-0.595 0.405 0.273
-0.053 0.260 0.698
0.091 0.141 0.159
-0.031 -0.385 -0.722
0.320 1.019 0.400
-0.315 -0.346 0.170
-0.305 0.077 0.188

---

[3]
Computed, not measured: C5H7NO in the gas phase, with ωB97M-V/def2-TZVPD.

For the lowest unoccupied orbital energy, the calculation gives 0.8 eV. For the energy above the lowest of the compared OMol25 structures with the same formula, charge and spin, the calculation gives 62.1 kJ/mol. As for the HOMO energy: -7.66 eV. For the HOMO-LUMO gap, the calculation gives 0.311 hartree.

Cartesian coordinates (Å):
1 H -2.3297 -1.2829 0.8061
2 O 0.3538 -0.8302 1.9066
3 C -1.6408 -0.0804 -0.9755
4 N 0.3939 0.2753 -0.1449
5 H 1.9284 1.6871 -0.2783
6 H 2.1341 0.4325 0.9646
7 H -2.5021 -0.0650 -1.6294
8 C -1.5586 -0.7187 0.2998
9 H 2.3828 0.0252 -0.7410
10 C -0.2913 -0.4740 0.7636
11 C -0.4370 0.5133 -1.2248
12 C 1.7911 0.6288 -0.0508
13 H -0.2613 -1.3638 2.4219
14 H -0.0952 1.1018 -2.0657

Forces on the atoms, in the same order (eV/Å):
0.095 0.084 -0.050
-0.163 -0.114 0.041
-0.053 -0.015 -0.039
-0.192 -0.105 0.064
0.007 -0.077 0.009
-0.016 0.071 -0.109
0.129 0.015 0.098
0.009 -0.032 0.042
0.046 0.060 0.004
-0.038 0.143 -0.291
0.004 0.066 -0.038
0.073 -0.013 0.077
0.128 0.041 0.035
-0.030 -0.124 0.156

---

[4]
Computed, not measured: C5H4N2 in the gas phase at a distorted geometry, with ωB97M-V/def2-TZVPD.

For the lowest unoccupied orbital energy, the calculation gives 0.0 eV. For the energy above the lowest of the compared OMol25 structures with the same formula, charge and spin, the calculation gives 300.2 kJ/mol. As for the HOMO energy: -8.64 eV. For the HOMO-LUMO gap, the calculation gives 0.318 hartree.

Cartesian coordinates (Å):
1 C -0.7787 -1.5232 0.2343
2 H -1.0845 2.5179 -0.1999
3 C -1.0177 1.4761 -0.0765
4 C 0.1286 0.7118 -0.2236
5 N -2.0909 -1.2427 -0.4786
6 C -2.4707 -0.1705 0.0298
7 C 0.2910 -0.6934 0.1995
8 H 1.0776 1.3657 -0.4360
9 H -0.6882 -2.4848 0.7968
10 H 1.2318 -1.0353 0.7165
11 N -2.1894 0.9885 0.3892

Forces on the atoms, in the same order (eV/Å):
0.053 -0.966 0.303
0.687 1.217 -0.415
2.417 -1.409 -0.694
1.061 2.385 -0.003
0.443 -0.508 0.909
3.233 0.480 -0.515
-1.275 0.369 0.465
-1.840 -1.558 0.310
-0.475 0.825 -0.783
-1.087 0.476 -0.848
-3.219 -1.309 1.271

---

[5]
Computed, not measured: a 4-piece molecular cluster, CH10N2O3 overall at a distorted geometry, with ωB97M-V/def2-TZVPD.

For the lowest unoccupied orbital energy, the calculation gives 0.6 eV. For the energy above the lowest of the compared OMol25 structures with the same formula, charge and spin, the calculation gives 136.6 kJ/mol. As for the HOMO energy: -10.00 eV. For the HOMO-LUMO gap, the calculation gives 0.388 hartree.

Cartesian coordinates (Å):
1 O 0.6808 -1.8648 0.3060
2 N -1.9535 -0.8893 -0.0542
3 H 1.0896 -1.2369 1.0455
4 H 2.2410 0.8915 0.2707
5 H -3.0884 0.7855 0.4093
6 H 0.3011 1.1043 -0.9109
7 H 2.7794 -0.5427 0.5609
8 H 0.8170 -2.8326 0.6157
9 O 2.5599 0.3362 0.9818
10 H 1.3400 1.4750 -2.0726
11 C -2.0393 0.4868 0.1986
12 H -1.7419 2.2658 -0.2342
13 H -1.9627 -1.5157 0.8491
14 O 1.2690 1.4125 -1.0893
15 N -1.2351 1.3576 -0.3055
16 H -1.0568 -1.2332 -0.5710

Forces on the atoms, in the same order (eV/Å):
1.607 -0.877 2.764
2.273 -1.996 1.656
-1.175 -1.793 -2.142
-0.353 0.269 -0.914
0.706 -0.169 0.952
1.397 1.024 -0.107
-0.177 1.757 0.398
-0.192 2.600 -0.578
0.708 -2.311 0.644
0.034 -0.087 1.304
-0.821 -0.347 -2.419
1.034 -0.594 -0.119
-0.391 1.768 -2.279
-1.036 -0.466 -1.473
-1.741 -0.117 0.930
-1.875 1.340 1.383

---

[6]
Computed, not measured: an isolated ion of composition C21H35ClN3O4 and charge +1, with ωB97M-V/def2-TZVPD.

For the lowest unoccupied orbital energy, the calculation gives -2.0 eV. As for the HOMO energy: -10.85 eV. The total charge is +1. For the HOMO-LUMO gap, the calculation gives 0.326 hartree.

Cartesian coordinates (Å):
1 H 0.8564 -1.3172 3.8138
2 C -2.9102 1.2688 2.4342
3 C 0.5200 -1.0271 -3.5497
4 C 2.3342 -0.4449 -5.1791
5 H -0.1660 -0.4342 -4.1501
6 H -2.1321 1.0140 -2.4315
7 H -0.4571 -3.1882 3.0374
8 C -3.0427 -0.9396 3.6764
9 C -0.7602 2.3898 -0.5085
10 O 1.3154 -2.8519 1.3348
11 H 2.7238 -1.3367 -1.8672
12 H -3.4602 2.0294 2.9992
13 H -2.7291 1.5925 -0.2592
14 C -2.0235 -2.0345 4.0159
15 H -1.4293 -1.3206 0.3313
16 O 1.4233 0.5233 -1.0194
17 C 0.4373 2.7531 1.5453
18 C 1.9004 -1.7242 1.9392
19 H 2.3184 -1.0581 1.1745
20 C 0.4313 2.7651 0.1494
21 H 1.3217 3.3113 -2.4856
22 H 2.3027 -1.4435 -5.6048
23 H -3.6165 0.7694 1.7686
24 Cl 1.8806 3.2249 2.3625
25 O -0.7713 2.4782 -1.8670
26 H -1.1857 -0.3999 2.5723
27 H 0.9790 -2.2020 -0.5967
28 N 2.0042 0.8773 -3.1886
29 C -1.9257 2.0794 -2.5713
30 C -0.4251 -1.2636 0.7513
31 H 1.0371 0.0966 2.7508
32 H 3.9569 -1.0047 -3.0823
33 C -1.7936 1.8911 1.6290
34 H -2.5464 -2.9216 4.3708
35 C -0.6591 2.3451 2.2826
36 O 1.5794 3.1834 -0.4315
37 H -1.8570 -2.8217 2.0277
38 H 3.3429 -0.0563 -5.2995
39 C 0.4239 -2.4711 0.3108
40 C 1.7513 1.2627 -1.9332
41 H 2.8871 -2.3959 -3.2730
42 H 2.7092 -2.0914 2.5710
43 H 2.9675 3.0449 -1.8451
44 H -1.9416 0.7169 4.1539
45 H -3.6425 -1.2467 2.8161
46 H 2.2758 1.5845 -3.8535
47 N -0.5076 -1.2265 2.2215
48 H -0.1838 -3.3545 0.1054
49 H 1.6446 0.1851 -5.7369
50 C 1.9486 -0.4977 -3.7032
51 H 0.2117 -0.9712 -2.5094
52 H -3.7243 -0.7795 4.5189
53 C 0.8420 -0.9771 2.7785
54 N -2.2978 0.2674 3.3167
55 H 0.0451 -0.3374 0.4131
56 H -1.3781 -1.6869 4.8244
57 C -1.1909 -2.4186 2.7922
58 H 0.4669 -2.0606 -3.8786
59 C -1.8333 1.9226 0.2409
60 C 2.9431 -1.3670 -2.9305
61 H -1.7044 2.2683 -3.6202
62 H -2.7981 2.6695 -2.2781
63 H -0.6011 2.3827 3.3576
64 C 1.9125 2.7750 -1.7343

Forces on the atoms, in the same order (eV/Å):
-0.084 0.046 -0.007
0.015 0.288 -0.115
0.183 0.072 0.005
-0.063 0.039 0.245
-0.100 0.055 -0.079
0.006 0.023 0.016
-0.045 0.097 -0.119
-0.136 -0.244 0.389
0.130 0.107 0.123
0.052 -0.238 0.127
0.005 -0.041 0.081
-0.034 -0.125 -0.015
-0.105 -0.068 -0.114
-0.152 0.183 -0.307
-0.025 0.053 0.050
0.109 -0.248 0.138
0.014 0.035 -0.361
0.094 0.185 0.057
0.004 -0.009 0.052
-0.256 0.012 0.265
0.158 -0.110 0.109
-0.003 -0.090 -0.042
0.015 0.010 0.057
0.045 -0.003 0.120
0.321 0.126 0.375
0.456 -0.263 -0.225
-0.113 -0.001 0.057
0.109 -0.006 -0.420
-0.212 -0.053 -0.163
0.266 -0.053 -0.556
-0.096 -0.003 0.048
0.119 0.019 -0.023
0.084 0.112 -0.012
0.057 -0.032 0.042
-0.157 -0.012 -0.235
-0.271 0.017 -0.023
0.056 0.034 -0.056
0.132 0.036 -0.032
-0.154 0.009 -0.181
0.142 0.574 -0.098
0.008 -0.142 -0.063
-0.055 0.144 -0.020
-0.132 -0.065 -0.034
-0.029 -0.061 -0.024
-0.002 0.038 0.004
-0.024 0.080 0.079
-0.243 0.166 -0.022
-0.008 0.104 -0.024
-0.089 0.068 -0.092
-0.057 -0.308 0.103
-0.054 -0.023 0.085
-0.016 0.005 -0.128
0.556 -0.110 0.118
-0.186 0.207 0.289
-0.127 -0.022 0.111
0.030 -0.032 0.110
-0.139 -0.497 0.463
-0.023 -0.143 -0.067
-0.008 0.104 -0.072
-0.126 0.111 -0.050
-0.065 -0.042 0.054
0.030 -0.029 0.009
0.055 -0.008 0.193
0.138 -0.082 -0.197

---

[7]
Computed, not measured: a 3-piece molecular cluster, C7H16O2 overall at a distorted geometry, with ωB97M-V/def2-TZVPD.

For the lowest unoccupied orbital energy, the calculation gives 0.5 eV. For the energy above the lowest of the compared OMol25 structures with the same formula, charge and spin, the calculation gives 246.3 kJ/mol. As for the HOMO energy: -8.33 eV. For the HOMO-LUMO gap, the calculation gives 0.324 hartree.

Cartesian coordinates (Å):
1 H 0.9546 0.3756 0.8852
2 O -1.4438 0.2167 1.8179
3 H 1.6050 -2.1469 -1.5368
4 H 0.9270 3.0489 -0.6606
5 H -1.7953 0.9415 -1.6672
6 C -0.0090 -1.0359 -0.8627
7 H 0.9998 -2.5290 2.1216
8 C 0.5959 1.0842 0.1421
9 H -0.6539 0.5102 -2.9592
10 C -0.7559 1.0637 -2.0225
11 C 0.9007 2.5210 0.2875
12 H 0.0711 -1.2573 2.3410
13 H -2.1191 -0.8920 -0.8149
14 H 1.0317 -2.7333 -0.0128
15 H 1.9680 -1.3228 -0.0471
16 C -1.2420 -1.5389 -0.9039
17 H 0.3562 3.1139 1.1149
18 H -1.2041 1.1540 1.8081
19 H -2.1433 0.2024 2.4870
20 H 1.9206 2.6153 0.6704
21 C 0.0971 0.4793 -0.9440
22 O 0.9448 -1.6546 2.5274
23 H -1.6284 -2.5516 -0.9778
24 H -0.5615 2.1458 -2.2078
25 C 1.1838 -1.8100 -0.5857

Forces on the atoms, in the same order (eV/Å):
0.172 0.462 0.224
-0.504 0.319 0.691
0.328 0.027 -0.065
-0.521 0.194 -0.001
0.333 0.255 -0.423
-1.739 1.160 0.581
-0.378 0.378 0.054
0.483 -0.720 -1.162
-0.022 0.116 0.096
0.082 1.056 -0.125
0.314 1.328 1.698
0.421 -0.432 -0.157
0.456 0.234 -0.507
-0.474 0.131 -0.260
0.309 0.824 0.175
-1.265 0.081 -0.058
0.167 -0.892 -1.448
0.199 -0.226 -0.241
0.053 -0.252 -0.114
0.195 -0.148 -0.084
-0.569 -0.892 1.067
-0.155 0.213 0.206
1.002 -0.379 0.379
-0.179 -0.730 0.161
1.293 -2.105 -0.687

---

[8]
Computed, not measured: C20H27BaBrNO2P as an isolated structure at a distorted geometry, with ωB97M-V/def2-TZVPD.

For the lowest unoccupied orbital energy, the calculation gives -0.3 eV. For the energy above the lowest of the compared OMol25 structures with the same formula, charge and spin, the calculation gives 0.0 kJ/mol. As for the HOMO energy: -6.75 eV. For the HOMO-LUMO gap, the calculation gives 0.237 hartree.

Cartesian coordinates (Å):
1 H 0.7158 3.0695 5.0524
2 H 4.6104 -1.1909 -1.1296
3 H -2.4491 -3.0487 -2.0020
4 P 2.2187 -0.6969 -1.1720
5 Ba -0.1927 0.5328 0.6652
6 O -2.4497 0.2354 1.6308
7 C 2.8278 0.9149 -1.8680
8 C -2.6638 1.3423 2.2965
9 H 3.3218 1.4639 -1.0465
10 H -2.4642 1.8653 -0.9326
11 H -3.9823 -2.1427 -1.8518
12 H 1.5282 -1.2708 -3.4469
13 H -2.9295 1.5456 -2.5945
14 H -2.7648 -0.4253 4.3688
15 H 0.3311 1.3452 6.8197
16 C 2.2543 -1.6617 -2.7244
17 C 0.5075 3.4324 -3.5706
18 C 1.6836 2.7964 -3.1664
19 C -0.8068 1.7895 -2.3426
20 H 2.6698 3.1706 -3.4531
21 O -3.3444 2.3030 1.9499
22 H 0.5567 4.3202 -4.2041
23 C 3.7736 -1.2936 -0.4267
24 H 3.6437 -2.3492 -0.1564
25 N -2.4164 -1.0266 -2.6613
26 C -3.0885 -2.2826 -2.4825
27 C -0.0512 2.3089 4.9235
28 C -0.8193 2.2884 3.7575
29 C -2.1537 1.3122 -1.8466
30 H 3.2636 -1.6220 -3.1576
31 C -0.2664 1.3317 5.9089
32 H -3.3914 -2.6603 -3.4669
33 C 0.3632 1.1468 -1.9892
34 H -1.3301 -0.6094 -1.0239
35 H -2.0074 -1.5928 -4.5818
36 H 3.9796 -0.7200 0.4860
37 H 1.9936 -2.7027 -2.4888
38 H -0.1935 -2.0797 1.5986
39 C -1.8620 1.3711 3.5970
40 H 0.5175 -1.8603 1.8734
41 C -1.6194 -0.8772 -3.8411
42 H 3.5740 0.7202 -2.6544
43 C 1.5944 1.6339 -2.3698
44 H -1.6907 0.1437 -4.2521
45 C -2.2433 -0.2003 -1.5272
46 H -1.3841 -0.4438 6.4497
47 Br -0.2787 3.4246 2.2393
48 H -0.5475 -1.0997 -3.6693
49 C -0.7319 2.9388 -3.1638
50 H -1.6654 3.4201 -3.4668
51 H -3.0967 -0.3661 -0.8441
52 C -1.2380 0.3426 5.7065
53 C -2.0229 0.3527 4.5528

Forces on the atoms, in the same order (eV/Å):
-0.090 -0.222 -0.029
0.019 -0.105 0.263
-0.122 -0.059 -0.031
0.094 0.410 -0.036
0.788 0.447 -0.514
-0.393 1.016 0.580
-0.167 -0.165 0.427
-0.401 -0.630 -0.645
-0.028 -0.040 -0.316
0.132 -0.158 -0.319
0.252 -0.125 -0.224
0.193 -0.051 0.237
0.145 -0.152 0.291
0.172 0.274 0.060
-0.145 0.004 -0.251
-0.245 -0.409 -0.018
0.065 0.018 -0.010
0.028 -0.555 0.229
0.252 1.420 -1.041
-0.313 0.063 -0.060
0.531 -0.672 0.368
-0.012 -0.231 0.180
0.390 -0.227 -0.047
0.177 0.183 0.006
-1.402 0.039 -1.000
0.126 0.012 0.255
0.056 -0.211 0.041
-0.041 -0.222 0.158
-0.213 -0.325 0.363
-0.248 -0.045 0.086
-0.273 0.266 -0.487
-0.051 -0.033 0.307
-0.371 -1.289 1.543
-0.316 0.321 -0.098
0.232 0.358 0.065
0.063 -0.152 -0.170
0.095 0.174 -0.234
1.373 0.304 0.658
0.349 -0.050 -0.378
-1.360 -0.610 -0.502
0.345 -0.053 -0.166
-0.112 0.108 0.231
0.357 1.467 -0.863
0.103 -0.353 0.103
-0.188 -0.171 0.159
0.073 0.260 -0.211
-0.317 -0.172 1.020
-0.249 0.081 -0.135
-0.272 -0.482 0.334
0.306 0.078 -0.043
0.420 0.087 -0.211
-0.015 0.105 -0.123
0.207 0.474 0.197